Density functional theory data (the ωB97M-V functional and the def2-TZVPD basis) for 7 unconnected molecules or ions with the total composition C24H38BBrO12S at a distorted geometry.

Summary:
HOMO level = -9.24 eV
SMILES = O=C1CCCO1.O=C1CCCO1.O=C1CCCO1.O=C1CCCO1.O=C1CCCO1.O=C1CCCO1.SBBr
strongest force on any atom = 0.044 Eh/bohr

Geometry as ORCA input:
```
! wB97M-V def2-TZVPD RIJCOSX def2/J DEFGRID3
* xyz 0 1
O 1.813 0.866 -3.115
C 2.245 0.924 -1.976
C 2.309 -0.221 -1.011
C 2.538 0.484 0.302
C 3.282 1.726 -0.115
O 2.782 2.047 -1.412
H 3.150 -0.866 -1.278
H 1.374 -0.785 -1.006
H 3.083 -0.119 1.033
H 1.573 0.761 0.744
H 4.361 1.559 -0.188
H 3.098 2.561 0.568
O -3.726 6.136 -3.316
C -3.377 5.772 -4.427
C -2.059 6.084 -5.070
C -2.324 5.745 -6.515
C -3.367 4.663 -6.414
O -4.126 4.978 -5.248
H -1.289 5.442 -4.635
H -1.801 7.138 -4.946
H -1.431 5.432 -7.062
H -2.745 6.619 -7.026
H -2.924 3.670 -6.285
H -4.024 4.647 -7.288
O 2.510 -2.870 1.871
C 1.345 -2.743 2.210
C 0.153 -3.106 1.378
C -0.964 -2.394 2.098
C -0.477 -2.370 3.523
O 0.945 -2.285 3.433
H 0.022 -4.191 1.395
H 0.264 -2.745 0.353
H -1.937 -2.879 1.984
H -1.051 -1.368 1.718
H -0.738 -3.284 4.066
H -0.864 -1.508 4.072
O -3.658 -1.390 2.989
C -4.115 -2.342 3.601
C -5.543 -2.496 4.027
C -5.452 -3.606 5.044
C -4.267 -4.400 4.560
O -3.394 -3.445 3.959
H -6.145 -2.786 3.161
H -5.924 -1.574 4.472
H -6.365 -4.202 5.124
H -5.236 -3.182 6.032
H -4.544 -5.143 3.806
H -3.751 -4.904 5.383
O 1.273 -2.143 -8.217
C 1.868 -1.888 -7.183
C 2.971 -0.883 -7.040
C 3.575 -1.262 -5.712
C 2.402 -1.847 -4.971
O 1.589 -2.456 -5.973
H 2.539 0.121 -7.019
H 3.696 -0.976 -7.852
H 4.040 -0.423 -5.187
H 4.340 -2.033 -5.863
H 1.810 -1.082 -4.458
H 2.714 -2.601 -4.242
O 2.375 0.145 8.744
C 2.724 -0.219 7.633
C 4.041 0.093 6.990
C 3.777 -0.246 5.545
C 2.734 -1.328 5.646
O 1.975 -1.013 6.812
H 4.812 -0.549 7.424
H 4.300 1.147 7.114
H 4.670 -0.559 4.998
H 3.356 0.628 5.034
H 3.177 -2.321 5.775
H 2.077 -1.344 4.771
S -1.205 3.707 -0.863
B -2.935 4.059 -1.594
Br -4.366 2.628 -1.482
H -0.257 3.426 -1.874
H -3.304 5.167 -1.528
*
```

Löwdin population analysis, charges in e, atoms 1 to 4:
1. O 0.0843
2. C -0.4530
3. C -0.0810
4. C -0.1656

Density functional theory data (the ωB97M-V functional and the def2-TZVPD basis) for 9 unconnected molecules or ions with the total composition C24H38Cl6O24S3 at a distorted geometry.

Summary:
HOMO level = -10.59 eV
SMILES = C[C@H]1COC(=O)O1.C[C@H]1COC(=O)O1.C[C@H]1COC(=O)O1.C[C@H]1COC(=O)O1.O=S1(=O)OCCO1.O=S1(=O)OCCO1.O=S1(=O)OCCO1.ClC(Cl)Cl.ClC(Cl)Cl
strongest force on any atom = 0.105 Eh/bohr

Geometry as ORCA input:
```
! wB97M-V def2-TZVPD RIJCOSX def2/J DEFGRID3
* xyz 0 1
C -8.451 1.785 -23.494
C -9.738 2.498 -23.935
C -9.558 3.976 -24.110
O -9.606 4.141 -25.528
C -10.130 3.067 -26.129
O -10.543 3.037 -27.292
O -10.053 2.053 -25.266
H -8.205 1.884 -22.437
H -7.631 2.116 -24.131
H -8.564 0.701 -23.477
H -10.513 2.275 -23.203
H -8.501 4.103 -23.875
H -10.292 4.562 -23.557
C -6.335 5.563 -26.042
C -6.913 6.941 -25.805
C -7.935 7.014 -24.725
O -7.552 8.160 -23.983
C -6.349 8.616 -24.454
O -5.787 9.688 -24.162
O -5.854 7.691 -25.259
H -5.712 5.134 -25.257
H -5.588 5.533 -26.834
H -7.046 4.769 -26.271
H -7.275 7.429 -26.710
H -7.769 6.124 -24.118
H -8.981 7.068 -25.026
C -7.985 -1.647 -21.972
C -6.582 -2.223 -22.248
C -5.588 -1.325 -23.026
O -4.642 -1.127 -22.075
C -4.855 -1.703 -20.956
O -4.085 -1.650 -20.041
O -6.112 -2.191 -20.931
H -8.488 -1.639 -22.939
H -7.803 -0.612 -21.683
H -8.611 -2.206 -21.278
H -6.677 -3.221 -22.674
H -6.201 -0.465 -23.296
H -5.245 -1.905 -23.882
C 1.825 5.593 -17.029
C 0.780 5.741 -18.121
C 1.140 5.034 -19.512
O -0.126 4.519 -19.843
C -0.982 4.535 -18.891
O -2.191 4.140 -18.961
O -0.370 5.047 -17.818
H 2.176 4.566 -16.927
H 1.413 5.815 -16.045
H 2.665 6.286 -17.042
H 0.624 6.787 -18.384
H 1.819 4.196 -19.354
H 1.527 5.731 -20.255
O -0.295 1.597 -24.853
S -0.138 2.368 -23.653
O -0.442 1.714 -22.364
O 1.436 2.927 -23.668
C 1.516 4.286 -23.217
C 0.095 4.805 -23.344
O -0.842 3.852 -23.668
H 1.879 4.168 -22.196
H 2.255 4.938 -23.683
H 0.015 5.752 -23.877
H -0.277 5.134 -22.374
O -7.771 6.976 -20.774
S -7.691 5.511 -20.529
O -8.420 4.510 -21.293
O -6.066 5.155 -20.481
C -5.574 4.889 -19.157
C -6.788 4.460 -18.374
O -7.830 5.278 -18.877
H -4.694 4.247 -19.183
H -5.214 5.800 -18.678
H -6.712 4.789 -17.338
H -6.910 3.399 -18.596
O -1.300 7.214 -20.549
S -2.591 7.092 -21.296
O -3.368 5.877 -21.233
O -3.584 8.388 -21.212
C -3.200 9.353 -22.178
C -2.639 8.554 -23.373
O -2.262 7.324 -22.919
H -4.069 9.905 -22.535
H -2.416 10.056 -21.895
H -1.690 8.931 -23.755
H -3.321 8.410 -24.211
Cl -2.618 -3.635 -24.201
C -2.038 -1.922 -24.146
Cl -1.132 -1.485 -25.623
Cl -0.999 -1.619 -22.780
H -2.942 -1.312 -24.135
Cl -5.549 1.944 -21.293
C -4.123 2.627 -22.157
Cl -4.589 3.753 -23.400
Cl -3.176 1.305 -22.908
H -3.542 3.185 -21.422
*
```

Löwdin population analysis, charges in e, atoms 1 to 4:
1. C -0.0306
2. C -0.2876
3. C -0.1118
4. O 0.0476

| no. | LUMO (eV) | DFT total energy (Eh) | orbital gap (Ha) |
| --- | --- | --- | --- |
| 1 | -0.462 | -4837.29048 | 0.323 |
| 2 | 0.021 | -6698.62025 | 0.390 |